Entry from OMol25: a structure of composition C20H58BCoN2O12 (ωB97M-V/def2-TZVPD).

Geometry as XYZ:
```
94
Properties=species:S:1:pos:R:3
Co 1.54 0.72 2.93
B 0.72 -0.79 1.51
H -0.15 -1.23 0.87
H 0.93 0.29 1.14
H 0.31 -0.73 2.60
H 1.73 -1.37 1.44
C 0.03 -4.82 1.92
C 0.58 -4.35 3.25
O 0.17 -3.01 3.64
O 0.68 -4.27 0.80
H -1.06 -4.68 1.86
H 0.21 -5.89 1.82
H 1.67 -4.36 3.21
H 0.22 -4.99 4.06
H 0.21 -2.40 2.88
H 0.45 -3.34 0.67
C 4.44 -0.21 2.70
C 3.80 -1.25 3.61
O 2.54 -0.76 4.08
O 3.47 0.57 1.99
H 5.08 -0.74 2.00
H 5.12 0.45 3.25
H 4.45 -1.56 4.43
H 3.60 -2.15 3.02
H 2.26 -1.30 4.82
H 3.94 0.87 1.17
C 0.27 1.59 -1.51
C -0.41 2.94 -1.40
O -0.86 3.18 -0.05
O -0.59 0.54 -1.11
H 1.15 1.56 -0.86
H 0.56 1.46 -2.56
H -1.23 2.99 -2.12
H 0.32 3.72 -1.63
H -1.82 3.06 -0.04
H -0.28 0.20 -0.27
C -1.19 2.11 3.25
C -0.77 1.76 4.66
O 0.22 0.73 4.60
O -0.12 2.06 2.30
H -1.68 3.09 3.22
H -2.00 1.48 2.89
H -1.65 1.41 5.20
H -0.38 2.62 5.20
H 0.29 0.26 5.44
H -0.39 2.61 1.52
C -3.57 -1.95 1.63
O -4.58 -1.69 0.68
C -4.23 -0.55 -0.07
C -5.45 0.04 -0.80
N -5.04 1.17 -1.61
C -6.02 1.39 -2.69
C -5.58 2.55 -3.55
O -4.27 2.24 -4.02
C -3.74 3.23 -4.88
H -2.68 -2.37 1.14
H -3.89 -2.67 2.39
H -3.27 -1.02 2.13
H -3.51 -0.85 -0.84
H -3.79 0.28 0.51
H -6.19 0.34 -0.06
H -5.78 -0.84 -1.37
H -4.12 1.02 -2.01
H -7.00 1.58 -2.26
H -6.03 0.46 -3.27
H -5.54 3.48 -2.99
H -6.26 2.70 -4.40
H -3.52 4.16 -4.36
H -4.37 3.40 -5.76
H -2.85 2.77 -5.30
C 0.66 -1.64 -4.69
O 1.50 -1.07 -3.71
C 1.58 -1.88 -2.55
C 2.58 -1.21 -1.62
N 3.94 -1.36 -2.19
C 4.98 -0.80 -1.33
C 5.11 0.73 -1.37
O 4.15 1.30 -0.49
C 4.10 2.71 -0.52
H 0.39 -0.89 -5.43
H -0.31 -1.96 -4.28
H 1.14 -2.53 -5.12
H 1.81 -2.92 -2.76
H 0.62 -1.85 -2.01
H 2.46 -1.61 -0.62
H 2.33 -0.15 -1.66
H 3.91 -0.78 -3.02
H 5.94 -1.20 -1.69
H 4.84 -1.19 -0.32
H 4.83 0.99 -2.40
H 6.15 1.05 -1.25
H 3.50 3.07 -1.36
H 5.08 3.19 -0.62
H 3.61 3.07 0.39
```

Output
net charge: +1
spin multiplicity: 4
HOMO-LUMO gap (alpha / beta): 7.54 / 7.00 eV
<S²>: 3.756

***

Entry from OMol25: a structure of composition C20H58N10O16PZn2 (ωB97M-V/def2-TZVPD).

Geometry as XYZ:
```
107
Properties=species:S:1:pos:R:3
Zn -0.74 1.20 2.31
Zn 1.67 -1.31 -3.36
P 0.42 -0.51 -0.38
O 1.01 0.58 0.47
O -0.85 -0.71 0.52
O 1.44 -1.60 -0.77
O -0.02 -0.03 -1.78
C -2.48 -4.77 1.16
O -2.80 -5.94 1.33
N -2.30 -3.89 2.12
N -2.10 -4.19 0.07
H -2.08 -2.96 1.80
H -2.40 -4.17 3.09
H -1.84 -3.22 0.16
H -2.19 -4.63 -0.84
C -4.50 0.88 -2.85
O -5.67 1.18 -3.28
N -4.19 0.42 -1.64
N -3.42 1.15 -3.49
H -3.33 -0.08 -1.46
H -4.90 0.31 -0.93
H -2.51 0.90 -3.14
H -3.60 1.66 -4.34
C 2.10 -0.83 4.38
O 1.01 -0.25 4.30
N 2.31 -1.82 5.19
N 3.07 -0.65 3.53
H 1.53 -2.13 5.76
H 3.19 -2.29 5.30
H 2.72 -0.13 2.75
H 3.99 -1.07 3.59
C 2.19 -5.81 1.09
O 2.12 -7.03 1.20
N 2.84 -5.11 0.18
N 1.75 -4.98 1.96
H 2.59 -4.13 0.18
H 3.16 -5.67 -0.60
H 1.18 -5.28 2.74
H 1.80 -4.01 1.67
C -7.02 0.38 5.75
O -5.96 0.54 4.82
C -4.76 -0.04 5.22
C -3.60 0.26 4.20
N -3.12 1.68 4.03
C -2.77 2.20 5.34
C -1.75 3.28 4.98
O -0.83 2.95 3.99
C 0.21 3.96 3.99
H -7.96 0.78 5.37
H -6.63 0.89 6.63
H -7.19 -0.65 6.06
H -4.91 -1.11 5.32
H -4.41 0.24 6.22
H -3.86 -0.03 3.18
H -2.68 -0.30 4.38
H -3.87 2.25 3.68
H -2.41 1.53 6.12
H -3.66 2.70 5.73
H -1.33 3.78 5.86
H -2.39 4.09 4.63
H -0.28 4.93 3.98
H 0.82 3.87 3.09
H 0.79 4.03 4.91
C 4.46 3.80 -0.68
O 4.65 3.41 -2.01
C 5.39 2.18 -2.19
C 4.45 0.87 -2.30
N 3.42 1.01 -3.36
C 3.89 1.17 -4.73
C 2.64 1.22 -5.59
O 1.77 0.18 -5.30
C 0.48 0.29 -5.95
H 4.02 2.98 -0.11
H 3.82 4.68 -0.60
H 5.43 4.06 -0.26
H 6.13 2.00 -1.41
H 5.99 2.14 -3.10
H 3.88 0.73 -1.38
H 5.09 0.00 -2.44
H 2.95 1.90 -3.26
H 4.47 0.26 -4.89
H 4.44 2.08 -5.00
H 2.99 0.98 -6.59
H 2.11 2.17 -5.49
H -0.12 -0.62 -5.92
H 0.64 0.54 -7.00
H -0.15 1.10 -5.57
C 0.88 -4.50 -4.54
C 2.09 -4.21 -5.36
O 2.84 -3.23 -4.72
O 0.12 -3.33 -4.21
H 1.03 -4.88 -3.53
H 0.22 -5.11 -5.16
H 1.82 -3.88 -6.35
H 2.80 -5.04 -5.41
H 3.75 -3.29 -5.03
H -0.79 -3.51 -4.45
C -0.09 4.43 -1.51
C -1.40 4.46 -0.71
O -1.62 3.21 0.02
O 0.06 3.64 -2.62
H 0.66 4.03 -0.83
H 0.23 5.46 -1.64
H -2.25 4.64 -1.37
H -1.38 5.21 0.08
H -2.17 2.75 -0.62
H -0.22 2.75 -2.40
```

Output
net charge: +1
relative energy (zero: lowest compared OMol25 entry of this formula, charge and spin): 230.49 kcal/mol
HOMO-LUMO gap: 5.56 eV

***

Entry from OMol25: a structure of composition C20H59CrHgO14S (ωB97M-V/def2-TZVPD).

Geometry as XYZ:
```
96
Properties=species:S:1:pos:R:3
Hg -23.30 -17.19 -21.54
Cr -20.59 -21.06 -24.53
C -21.24 -17.59 -18.61
C -21.66 -16.22 -19.10
O -22.97 -16.13 -19.60
H -21.81 -17.95 -17.75
H -20.17 -17.67 -18.41
H -21.37 -18.26 -19.47
H -20.98 -15.84 -19.87
H -21.53 -15.50 -18.28
S -21.93 -19.11 -23.21
O -20.90 -19.00 -24.26
O -21.48 -18.57 -21.94
O -23.15 -18.36 -23.52
O -22.08 -20.56 -23.13
C -23.43 -23.82 -22.16
C -23.88 -22.77 -21.14
O -24.19 -21.55 -21.81
H -24.32 -24.22 -22.65
H -22.90 -24.62 -21.65
H -22.79 -23.36 -22.92
H -23.11 -22.68 -20.37
H -24.79 -23.12 -20.66
H -23.42 -21.30 -22.36
C -25.74 -14.16 -23.15
C -25.53 -15.66 -23.43
O -25.38 -16.28 -22.15
H -24.99 -13.71 -22.52
H -26.67 -13.98 -22.60
H -25.92 -13.64 -24.09
H -24.62 -15.78 -24.00
H -26.39 -16.05 -23.97
H -26.22 -16.14 -21.71
C -20.75 -14.58 -26.06
C -20.27 -16.02 -26.03
O -20.29 -16.45 -24.66
H -20.81 -14.19 -27.08
H -20.08 -14.00 -25.44
H -21.74 -14.50 -25.61
H -19.25 -16.16 -26.41
H -20.83 -16.76 -26.61
H -20.21 -17.42 -24.66
C -16.88 -17.40 -21.35
C -18.38 -17.45 -21.55
O -18.96 -18.71 -21.25
H -16.46 -17.57 -20.36
H -16.49 -16.41 -21.62
H -16.43 -18.08 -22.08
H -18.60 -17.17 -22.59
H -18.83 -16.73 -20.86
H -19.91 -18.66 -21.51
C -22.02 -21.01 -28.70
C -22.16 -21.65 -27.32
O -21.94 -20.70 -26.28
H -22.69 -20.15 -28.72
H -22.21 -21.69 -29.53
H -21.00 -20.63 -28.78
H -21.48 -22.50 -27.23
H -23.18 -22.04 -27.29
H -22.67 -20.04 -26.32
C -20.50 -13.89 -22.18
C -21.93 -14.19 -22.56
O -22.11 -15.58 -22.84
H -20.50 -12.85 -21.83
H -19.78 -13.92 -23.00
H -20.18 -14.54 -21.37
H -22.30 -13.55 -23.37
H -22.63 -13.93 -21.76
H -21.41 -15.80 -23.50
C -16.75 -21.09 -22.76
C -18.09 -21.80 -22.71
O -19.12 -20.83 -22.97
H -15.94 -21.82 -22.72
H -16.64 -20.31 -22.01
H -16.64 -20.58 -23.72
H -18.25 -22.28 -21.74
H -18.05 -22.58 -23.47
H -18.96 -20.08 -22.34
C -20.93 -21.42 -18.37
C -20.44 -21.80 -19.76
O -20.22 -23.21 -19.76
H -20.15 -21.52 -17.62
H -21.78 -22.00 -18.03
H -21.21 -20.36 -18.41
H -19.47 -21.31 -19.92
H -21.18 -21.50 -20.50
H -20.23 -23.52 -20.67
C -26.23 -19.73 -24.78
C -24.98 -20.21 -25.56
O -24.19 -19.08 -25.92
H -26.91 -19.14 -25.39
H -26.01 -19.16 -23.88
H -26.77 -20.60 -24.39
H -25.24 -20.73 -26.48
H -24.39 -20.85 -24.90
H -23.86 -18.72 -25.07
```

Output
net charge: +1
spin multiplicity: 5
HOMO-LUMO gap (alpha / beta): 6.15 / 6.38 eV
<S²>: 6.007

***

Entry from OMol25: a cluster of 8 separate species, C20H59N3O11 in total (ωB97M-V/def2-TZVPD).

Geometry as XYZ:
```
93
Properties=species:S:1:pos:R:3
C -5.27 -1.68 -0.61
C -5.10 -1.05 -2.00
C -3.66 -0.47 -2.32
O -3.39 0.48 -1.28
C -2.19 1.15 -1.50
N -5.25 -2.21 -2.90
H -4.95 -0.99 0.17
H -4.62 -2.54 -0.45
H -6.28 -2.05 -0.44
H -5.87 -0.30 -2.16
H -3.69 0.11 -3.24
H -2.91 -1.26 -2.36
H -1.30 0.52 -1.48
H -2.10 1.87 -0.68
H -2.23 1.63 -2.47
H -4.40 -2.72 -2.72
H -5.10 -1.84 -3.83
C 3.90 -3.19 1.60
C 3.51 -1.74 1.68
C 4.25 -0.84 0.65
O 3.84 -1.26 -0.70
C 4.61 -0.68 -1.72
N 2.11 -1.59 1.67
H 3.34 -3.82 2.29
H 4.96 -3.39 1.77
H 3.83 -3.67 0.62
H 3.77 -1.44 2.69
H 5.32 -0.96 0.80
H 3.96 0.17 0.92
H 5.62 -1.09 -1.64
H 4.66 0.41 -1.71
H 4.24 -1.00 -2.69
H 1.77 -2.11 0.87
H 1.60 -1.88 2.49
C 0.44 0.29 -5.89
C 1.90 0.64 -5.35
C 1.96 0.95 -3.85
O 1.21 2.13 -3.68
C 1.38 2.73 -2.43
N 2.85 -0.28 -5.93
H 0.20 0.00 -6.91
H -0.14 1.18 -5.67
H 0.07 -0.53 -5.27
H 2.08 1.61 -5.82
H 3.00 1.10 -3.57
H 1.47 0.10 -3.37
H 0.82 3.67 -2.50
H 2.40 2.95 -2.14
H 0.91 2.13 -1.64
H 3.77 0.01 -5.65
H 2.81 -1.23 -5.61
C -3.00 2.58 3.69
C -3.20 2.76 2.20
O -3.35 1.53 1.49
O -3.47 3.70 4.40
H -1.95 2.31 3.78
H -3.50 1.68 4.05
H -2.37 3.37 1.85
H -4.13 3.26 1.94
H -4.04 1.56 0.82
H -3.59 3.41 5.31
C -3.02 -1.80 2.24
C -2.18 -1.99 0.91
O -0.94 -2.67 1.18
O -2.58 -0.64 2.95
H -2.91 -2.62 2.95
H -4.06 -1.68 1.94
H -2.04 -1.00 0.48
H -2.69 -2.60 0.16
H -0.82 -2.71 2.13
H -2.86 0.16 2.50
C 2.38 2.55 4.78
C 2.28 1.05 4.61
O 2.75 0.37 5.79
O 1.32 2.95 5.67
H 2.19 2.97 3.79
H 3.28 2.97 5.24
H 2.84 0.69 3.74
H 1.26 0.76 4.38
H 2.43 0.90 6.51
H 1.33 3.91 5.70
C 0.81 -2.03 -1.58
O 2.08 -2.25 -2.15
H 0.72 -1.20 -0.88
H 0.12 -1.85 -2.41
H 0.33 -2.89 -1.11
H 2.75 -2.05 -1.50
C 0.27 1.20 1.44
O 1.60 1.28 0.96
H -0.09 0.18 1.29
H 0.23 1.35 2.52
H -0.31 2.00 0.99
H 2.05 0.49 1.27
```

Output
relative energy (zero: lowest compared OMol25 entry of this formula, charge and spin): 14.16 kcal/mol
HOMO-LUMO gap: 9.59 eV

***

Entry from OMol25: a cluster of 9 separate species, C20H59NO9 in total (ωB97M-V/def2-TZVPD).

Geometry as XYZ:
```
89
Properties=species:S:1:pos:R:3
C 2.04 -0.85 2.91
C 2.96 0.17 2.28
O 4.32 -0.17 2.57
H 1.03 -0.61 2.57
H 2.05 -0.83 4.00
H 2.31 -1.85 2.58
H 2.84 1.21 2.56
H 2.84 0.16 1.19
H 4.55 0.18 3.43
C 2.45 -0.14 -5.09
C 2.83 1.31 -5.07
O 2.81 1.76 -3.78
H 2.63 -0.56 -6.08
H 1.46 -0.37 -4.69
H 3.18 -0.72 -4.52
H 2.14 2.02 -5.53
H 3.76 1.57 -5.58
H 3.30 2.58 -3.82
C -4.82 0.40 -0.87
C -6.12 1.08 -0.91
O -5.92 2.45 -0.62
H -4.98 -0.60 -1.26
H -4.44 0.29 0.15
H -4.01 0.84 -1.45
H -6.82 0.63 -0.21
H -6.63 0.89 -1.85
H -6.13 2.95 -1.42
C -3.98 -2.91 1.38
C -2.90 -2.65 0.30
O -1.99 -3.67 0.62
H -4.33 -3.93 1.26
H -4.80 -2.21 1.18
H -3.60 -2.75 2.39
H -2.42 -1.66 0.35
H -3.33 -2.80 -0.68
H -2.37 -4.50 0.33
C -0.50 0.31 -0.41
C 0.81 0.81 -1.04
O 0.70 0.74 -2.46
H -0.71 -0.68 -0.81
H -1.32 1.00 -0.61
H -0.42 0.26 0.68
H 1.58 0.10 -0.76
H 1.03 1.85 -0.80
H 1.48 1.13 -2.85
C -3.69 -1.19 -4.12
C -2.38 -1.01 -3.34
O -2.02 0.32 -3.35
H -3.66 -0.75 -5.12
H -4.53 -0.80 -3.54
H -3.87 -2.26 -4.12
H -1.54 -1.58 -3.74
H -2.58 -1.39 -2.34
H -1.08 0.41 -3.18
C 1.81 -2.72 -1.64
C 3.18 -2.36 -1.17
O 3.96 -3.50 -1.43
H 1.27 -1.87 -2.06
H 1.21 -2.96 -0.76
H 1.68 -3.55 -2.34
H 3.36 -2.13 -0.12
H 3.52 -1.50 -1.75
H 3.70 -4.23 -0.87
C 5.19 1.06 -0.92
C 5.38 2.35 -0.15
O 6.24 3.12 -0.99
H 6.11 0.49 -1.09
H 4.85 1.26 -1.94
H 4.41 0.48 -0.43
H 5.67 2.11 0.88
H 4.36 2.73 -0.13
H 7.16 3.00 -0.73
C 0.04 0.98 6.69
C -0.22 1.68 5.30
C -1.36 1.01 4.47
O -1.75 1.77 3.34
C -2.73 1.14 2.53
N -0.55 3.05 5.57
H 0.72 1.56 7.32
H 0.42 -0.04 6.59
H -0.84 0.90 7.33
H 0.63 1.67 4.62
H -2.21 0.85 5.13
H -1.05 0.05 4.06
H -3.57 0.97 3.20
H -2.45 0.20 2.04
H -3.11 1.78 1.73
H -0.94 3.47 4.74
H -1.26 3.15 6.28
```

Output
relative energy (zero: lowest compared OMol25 entry of this formula, charge and spin): 43.08 kcal/mol
HOMO-LUMO gap: 9.74 eV

***

Number 1: total energy -3216.4065 Eh, maximum force 1.85 eV Å⁻¹. Number 2: total energy -6447.9137 Eh, maximum force 5.65 eV Å⁻¹. Number 3: total energy -3446.5643 Eh, maximum force 3.48 eV Å⁻¹. Number 4: total energy -1789.1145 Eh, maximum force 3.04 eV Å⁻¹. Number 5: total energy -1529.1462 Eh, maximum force 2.90 eV Å⁻¹.